Here is a single C15H22N2O4 molecule from OMol25. Energies are from wB97M-V/def2-TZVPD.

**Energy above the lowest of the compared OMol25 structures with the same formula, charge and spin**: 4.768 eV
**HOMO energy**: -9.0 eV
**Charge**: 0
**LUMO energy**: 0.015 Ha

Last columns: bonded neighbours and bond lengths (Å).
Cartesian coordinates (Å):
1 C 3.182 0.265 2.122  C2 1.483, H22 1.099, H23 1.130, H24 1.115
2 C 2.565 -0.892 1.427  C1 1.483, C3 1.506, C4 1.634, H25 1.109
3 C 3.243 -2.143 1.922  C2 1.506, H26 1.081, H27 1.080, H28 1.128
4 C 0.973 -0.817 1.785  C2 1.634, C5 1.505, H29 1.108, H30 1.096
5 C 0.098 -1.187 0.618  C4 1.505, N6 1.453, C19 1.486, H31 1.016
6 N -1.293 -1.237 1.036  C5 1.453, C7 1.441, H32 1.089
7 C -2.406 -1.028 0.145  N6 1.441, O8 1.259, C9 1.442
8 O -3.530 -1.197 0.685  C7 1.259
9 C -2.162 -0.614 -1.214  C7 1.442, N10 1.556, C11 1.602, H33 1.102
10 N -3.139 -1.417 -2.121  C9 1.556, H34 1.133, H35 1.053
11 C -2.464 0.956 -1.308  C9 1.602, C12 1.521, H36 1.018, H37 1.101
12 C -1.165 1.683 -0.994  C11 1.521, C13 1.345, C18 1.433
13 C 0.065 1.256 -1.329  C12 1.345, C14 1.403, H38 1.125
14 C 1.105 2.191 -1.216  C13 1.403, C15 1.378, H39 1.088
15 C 0.969 3.489 -0.772  C14 1.378, O16 1.350, C17 1.430
16 O 2.182 4.080 -0.727  C15 1.350, H40 0.997
17 C -0.328 3.881 -0.315  C15 1.430, C18 1.364, H41 1.101
18 C -1.350 2.985 -0.424  C12 1.433, C17 1.364, H42 1.187
19 C 0.640 -2.420 -0.009  C5 1.486, O20 1.217, O21 1.313
20 O 1.616 -2.392 -0.736  C19 1.217
21 O 0.095 -3.577 0.289  C19 1.313, H43 1.031
22 H 4.176 0.579 1.775  C1 1.099
23 H 3.222 -0.172 3.163  C1 1.130
24 H 2.454 1.107 2.052  C1 1.115
25 H 2.603 -0.784 0.325  C2 1.109
26 H 2.897 -2.921 1.256  C3 1.081
27 H 3.185 -2.584 2.906  C3 1.080
28 H 4.352 -1.961 1.837  C3 1.128
29 H 0.690 -1.687 2.409  C4 1.108
30 H 0.756 0.128 2.295  C4 1.096
31 H 0.067 -0.548 -0.171  C5 1.016
32 H -1.381 -1.218 2.121  N6 1.089
33 H -1.175 -0.760 -1.683  C9 1.102
34 H -4.117 -1.621 -1.587  N10 1.133
35 H -2.728 -2.381 -2.218  N10 1.053
36 H -3.099 1.040 -0.517  C11 1.018
37 H -2.991 1.128 -2.259  C11 1.101
38 H 0.334 0.217 -1.665  C13 1.125
39 H 2.093 1.954 -1.605  C14 1.088
40 H 2.830 3.483 -0.260  O16 0.997
41 H -0.538 4.822 0.218  C17 1.101
42 H -2.460 3.343 -0.200  C18 1.187
43 H -0.856 -3.535 0.687  O21 1.031

Here is a gas-phase ion, C17H20N (charge +1) from OMol25. Energies are from wB97M-V/def2-TZVPD.

**Energy above the lowest of the compared OMol25 structures with the same formula, charge and spin**: 0.000 eV
**HOMO energy**: -12.4 eV
**Charge**: +1
**LUMO energy**: -0.098 Ha

Last columns: bonded neighbours and bond lengths (Å).
Cartesian coordinates (Å):
1 C -3.861 -0.555 1.863  C2 1.400, C18 1.398, H19 1.092
2 C -3.499 0.790 1.725  C1 1.400, C3 1.395, H20 1.091
3 C -2.210 1.124 1.307  C2 1.395, C4 1.400, H21 1.094
4 C -1.305 0.116 0.955  C3 1.400, C5 1.523, C17 1.396
5 C 0.000 0.512 0.274  C4 1.523, C6 1.524, N12 1.428, H22 1.095
6 C 1.295 0.140 0.986  C5 1.524, C7 1.402, C11 1.396
7 C 2.243 1.145 1.222  C6 1.402, C8 1.395, H23 1.095
8 C 3.533 0.806 1.630  C7 1.395, C9 1.400, H24 1.092
9 C 3.869 -0.537 1.841  C8 1.400, C10 1.398, H25 1.092
10 C 2.880 -1.520 1.744  C9 1.398, C11 1.400, H26 1.091
11 C 1.586 -1.180 1.333  C6 1.396, C10 1.400, H27 1.089
12 N 0.010 -0.023 -1.050  C5 1.428, C13 1.516, C16 1.517, H28 1.021
13 C -1.226 0.319 -1.859  N12 1.516, C14 1.524, H29 1.095, H30 1.098
14 C -0.763 0.376 -3.310  C13 1.524, C15 1.533, H31 1.094, H32 1.093
15 C 0.770 0.380 -3.312  C14 1.533, C16 1.525, H33 1.093, H34 1.094
16 C 1.241 0.330 -1.863  N12 1.517, C15 1.525, H35 1.099, H36 1.095
17 C -1.650 -1.225 1.124  C4 1.396, C18 1.400, H37 1.093
18 C -2.914 -1.557 1.629  C1 1.398, C17 1.400, H38 1.091
19 H -4.876 -0.819 2.167  C1 1.092
20 H -4.216 1.583 1.943  C2 1.091
21 H -1.900 2.170 1.210  C3 1.094
22 H -0.005 1.596 0.119  C5 1.095
23 H 1.961 2.189 1.053  C7 1.095
24 H 4.275 1.592 1.778  C8 1.092
25 H 4.893 -0.811 2.104  C9 1.092
26 H 3.105 -2.561 1.983  C10 1.091
27 H 0.823 -1.956 1.292  C11 1.089
28 H 0.015 -1.042 -0.980  N12 1.021
29 H -1.580 1.288 -1.489  C13 1.095
30 H -1.980 -0.451 -1.649  C13 1.098
31 H -1.186 1.262 -3.794  C14 1.094
32 H -1.151 -0.494 -3.844  C14 1.093
33 H 1.159 -0.490 -3.847  C15 1.093
34 H 1.183 1.267 -3.802  C15 1.094
35 H 2.002 -0.435 -1.654  C16 1.099
36 H 1.589 1.301 -1.496  C16 1.095
37 H -0.960 -2.027 0.848  C17 1.093
38 H -3.152 -2.605 1.818  C18 1.091

Here is a gas-phase ion, C9H19O5S (charge -1) from OMol25. Energies are from wB97M-V/def2-TZVPD.

**Energy above the lowest of the compared OMol25 structures with the same formula, charge and spin**: 0.369 eV
**HOMO energy**: -4.6 eV
**Charge**: -1
**LUMO energy**: 0.125 Ha

Last columns: bonded neighbours and bond lengths (Å).
Cartesian coordinates (Å):
1 C 0.261 3.625 2.526  C7 1.551, H16 1.164, H17 1.125, H18 1.095
2 C 1.492 2.410 0.632  C7 1.465, H19 1.112, H20 1.192, H21 1.106
3 C -0.127 -3.318 -1.501  C8 1.551, H22 1.181, H23 1.032, H24 1.071
4 C -0.093 -1.539 -3.204  C8 1.488, H25 1.113, H26 1.085, H27 1.053
5 C -1.561 -1.015 1.227  C9 1.466, H28 1.108, H29 1.022, H30 1.086
6 C -1.112 1.185 0.071  C9 1.598, O12 1.497, H31 1.103, H32 1.057
7 C 0.222 2.940 1.135  C1 1.551, C2 1.465, O12 1.455, H33 1.142
8 C -0.017 -1.790 -1.739  C3 1.551, C4 1.488, O13 1.473, H34 1.121
9 C -0.735 -0.362 0.207  C5 1.466, C6 1.598, O13 1.453, O14 1.405
10 O 0.758 -3.161 1.364  S15 1.498
11 O 2.354 -2.016 -0.202  S15 1.484
12 O -0.687 1.826 1.355  C6 1.497, C7 1.455
13 O -1.018 -0.915 -1.106  C8 1.473, C9 1.453
14 O 0.644 -0.414 0.470  C9 1.405, S15 1.882
15 S 1.574 -1.942 1.058  O10 1.498, O11 1.484, O14 1.882
16 H -0.800 3.703 2.997  C1 1.164
17 H 0.884 3.029 3.248  C1 1.125
18 H 0.607 4.662 2.450  C1 1.095
19 H 2.081 3.193 0.107  C2 1.112
20 H 1.397 1.433 -0.044  C2 1.192
21 H 2.040 2.088 1.537  C2 1.106
22 H -0.977 -3.863 -2.114  C3 1.181
23 H 0.771 -3.656 -1.883  C3 1.032
24 H -0.226 -3.472 -0.446  C3 1.071
25 H 0.607 -0.750 -3.557  C4 1.113
26 H -1.096 -1.201 -3.442  C4 1.085
27 H 0.046 -2.409 -3.781  C4 1.053
28 H -2.300 -0.267 1.577  C5 1.108
29 H -2.022 -1.822 0.801  C5 1.022
30 H -0.857 -1.335 1.990  C5 1.086
31 H -2.172 1.381 -0.160  C6 1.103
32 H -0.530 1.584 -0.716  C6 1.057
33 H -0.341 3.620 0.411  C7 1.142
34 H 0.935 -1.430 -1.269  C8 1.121

Here is 2 unconnected molecules or ions with the total composition C12H19N2O from OMol25. Energies are from wB97M-V/def2-TZVPD.

**Energy above the lowest of the compared OMol25 structures with the same formula, charge and spin**: 3.374 eV
**HOMO energy (spin up / spin down)**: -10.4 / -10.4 eV
**Charge**: +1
**LUMO energy (spin up / spin down)**: -0.114 / -0.114 Ha

Last columns: bonded neighbours and bond lengths (Å).
Cartesian coordinates (Å):
1 C 2.479 -0.902 2.747  C2 1.457, C3 1.404, H16 1.051
2 C 1.765 0.331 3.055  C1 1.457, C4 1.348, H17 1.112
3 C 2.038 -1.707 1.685  C1 1.404, C5 1.412, H18 1.041
4 C 0.613 0.656 2.435  C2 1.348, C6 1.406, H19 1.081
5 C 0.823 -1.345 1.064  C3 1.412, C6 1.410, C11 1.529
6 C 0.170 -0.130 1.357  C4 1.406, C5 1.410, N13 1.396
7 C -0.909 -1.020 -0.461  C9 1.523, C11 1.483, N13 1.377
8 C 0.240 0.441 -2.313  C10 1.537, N14 1.501, H30 1.149
9 C -2.170 -1.408 -1.223  C7 1.523, H20 1.085, H21 1.059, H22 1.114
10 C 1.587 0.833 -1.686  C8 1.537, H23 1.148, H24 1.115, H25 1.128
11 C 0.142 -2.013 -0.132  C5 1.529, C7 1.483, H26 1.103, H27 1.078
12 C -1.968 0.886 0.835  N13 1.426, O15 1.453, H28 1.186, H29 1.114
13 N -0.943 -0.053 0.519  C6 1.396, C7 1.377, C12 1.426
14 N -0.643 1.651 -2.402  C8 1.501, H31 1.038, H32 1.079, H33 0.973
15 O -1.610 2.179 0.276  C12 1.453, H34 0.984
16 H 3.296 -1.273 3.293  C1 1.051
17 H 2.204 1.093 3.736  C2 1.112
18 H 2.554 -2.566 1.402  C3 1.041
19 H 0.158 1.636 2.424  C4 1.081
20 H -2.026 -1.415 -2.299  C9 1.085
21 H -2.971 -0.770 -0.952  C9 1.059
22 H -2.349 -2.484 -1.000  C9 1.114
23 H 2.150 -0.167 -1.730  C10 1.148
24 H 1.531 1.035 -0.591  C10 1.115
25 H 2.098 1.626 -2.305  C10 1.128
26 H 0.781 -2.532 -0.865  C11 1.103
27 H -0.398 -2.807 0.359  C11 1.078
28 H -2.214 1.093 1.977  C12 1.186
29 H -2.888 0.619 0.266  C12 1.114
30 H 0.422 -0.161 -3.275  C8 1.149
31 H 0.018 2.396 -2.694  N14 1.038
32 H -0.785 1.750 -1.337  N14 1.079
33 H -1.341 1.638 -3.080  N14 0.973
34 H -1.855 2.888 0.913  O15 0.984

Here is 2 unconnected molecules or ions with the total composition C3H8N2 from OMol25. Energies are from wB97M-V/def2-TZVPD.

**Energy above the lowest of the compared OMol25 structures with the same formula, charge and spin**: 3.312 eV
**HOMO energy**: -9.4 eV
**Charge**: 0
**LUMO energy**: 0.039 Ha

Last columns: bonded neighbours and bond lengths (Å).
Cartesian coordinates (Å):
1 H -2.035 0.755 0.369  N2 1.017
2 N -1.060 0.844 0.647  H1 1.017, C3 1.282
3 C -0.236 1.003 -0.321  N2 1.282, C4 1.500, H5 1.100
4 C 1.184 1.349 0.017  C3 1.500, H6 1.091, H7 1.090, H8 1.083
5 H -0.562 1.371 -1.304  C3 1.100
6 H 1.846 0.670 -0.524  C4 1.091
7 H 1.425 2.375 -0.260  C4 1.090
8 H 1.374 1.200 1.073  C4 1.083
9 C -0.218 -1.978 -0.312  N10 1.242, H11 1.097, H12 1.189
10 N -1.128 -1.789 0.511  C9 1.242, H13 1.018
11 H 0.715 -2.541 -0.184  C9 1.097
12 H -0.299 -1.183 -1.192  C9 1.189
13 H -1.006 -2.077 1.480  N10 1.018

Here is a gas-phase ion, C17H28Cl2IN2OS (charge +1) from OMol25. Energies are from wB97M-V/def2-TZVPD.

**HOMO energy**: -11.5 eV
**Charge**: +1
**LUMO energy**: -0.168 Ha

Last columns: bonded neighbours and bond lengths (Å).
Cartesian coordinates (Å):
1 C -2.379 0.696 -3.131  C2 1.528, H25 1.089, H26 1.092, H27 1.088
2 C -2.549 -0.794 -2.838  C1 1.528, O3 1.418, H28 1.098, H29 1.088
3 O -3.814 -1.122 -2.290  C2 1.418, C4 1.417
4 C -3.989 -0.770 -0.928  O3 1.417, C5 1.527, H30 1.089, H31 1.096
5 C -3.606 -1.907 0.018  C4 1.527, C6 1.542, H32 1.090, H33 1.092
6 C -2.145 -1.872 0.509  C5 1.542, C7 1.529, H34 1.093, H35 1.094
7 C -1.408 -3.200 0.328  C6 1.529, C8 1.544, H36 1.089, H37 1.091
8 C -0.227 -3.401 1.301  C7 1.544, C9 1.488, H38 1.093, H39 1.086
9 C 0.561 -2.149 1.454  C8 1.488, C10 1.396, N23 1.327
10 C 1.112 -1.546 0.322  C9 1.396, C11 1.351, H40 1.082
11 C 1.797 -0.384 0.405  C10 1.351, C12 1.502, C17 1.420
12 C 2.394 0.268 -0.809  C11 1.502, Cl13 1.782, C14 1.536, H41 1.088
13 Cl 4.158 0.046 -0.689  C12 1.782
14 C 1.789 -0.179 -2.148  C12 1.536, C15 1.521, Cl16 1.781, H42 1.090
15 C 1.801 0.937 -3.181  C14 1.521, H43 1.088, H44 1.091, H45 1.088
16 Cl 2.560 -1.643 -2.810  C14 1.781
17 C 1.955 0.182 1.698  C11 1.420, C18 1.498, N22 1.307
18 C 2.703 1.450 1.974  C17 1.498, S19 1.826, H46 1.085, H47 1.090
19 S 1.817 2.419 3.242  C18 1.826, C20 1.817
20 C 2.572 4.049 2.967  S19 1.817, C21 1.523, H48 1.089, H49 1.088
21 C 1.507 5.136 2.897  C20 1.523, H50 1.089, H51 1.090, H52 1.089
22 N 1.435 -0.396 2.749  C17 1.307, N23 1.323
23 N 0.758 -1.523 2.608  C9 1.327, N22 1.323, I24 2.070
24 I 0.012 -2.196 4.417  N23 2.070
25 H -3.051 1.294 -2.518  C1 1.089
26 H -1.362 1.029 -2.915  C1 1.092
27 H -2.597 0.924 -4.172  C1 1.088
28 H -1.749 -1.155 -2.178  C2 1.098
29 H -2.474 -1.369 -3.760  C2 1.088
30 H -5.042 -0.522 -0.803  C4 1.089
31 H -3.415 0.131 -0.689  C4 1.096
32 H -3.818 -2.851 -0.485  C5 1.090
33 H -4.269 -1.860 0.884  C5 1.092
34 H -1.618 -1.097 -0.054  C6 1.093
35 H -2.114 -1.551 1.555  C6 1.094
36 H -2.096 -4.031 0.478  C7 1.089
37 H -1.039 -3.280 -0.696  C7 1.091
38 H 0.451 -4.158 0.899  C8 1.093
39 H -0.598 -3.779 2.249  C8 1.086
40 H 0.974 -2.050 -0.625  C10 1.082
41 H 2.245 1.345 -0.761  C12 1.088
42 H 0.756 -0.489 -1.985  C14 1.090
43 H 2.812 1.139 -3.531  C15 1.088
44 H 1.363 1.841 -2.757  C15 1.091
45 H 1.190 0.647 -4.034  C15 1.088
46 H 2.793 2.049 1.075  C18 1.085
47 H 3.695 1.190 2.343  C18 1.090
48 H 3.125 4.010 2.030  C20 1.089
49 H 3.281 4.248 3.768  C20 1.088
50 H 0.953 5.216 3.831  C21 1.089
51 H 1.982 6.098 2.700  C21 1.090
52 H 0.808 4.933 2.087  C21 1.089

Here is a single C7H10Si molecule from OMol25. Energies are from wB97M-V/def2-TZVPD.

**Energy above the lowest of the compared OMol25 structures with the same formula, charge and spin**: 0.976 eV
**HOMO energy**: -8.7 eV
**Charge**: 0
**LUMO energy**: 0.027 Ha

Last columns: bonded neighbours and bond lengths (Å).
Cartesian coordinates (Å):
1 C -2.014 0.190 -1.198  Si2 1.978, H9 1.097, H10 1.145, H11 1.150
2 Si -0.563 0.212 0.147  C1 1.978, C3 1.872, C4 1.922, C8 1.871
3 C -0.963 1.303 1.615  Si2 1.872, H12 1.004, H13 1.045, H14 1.151
4 C 0.113 -1.542 0.545  Si2 1.922, C5 1.357, H15 1.139
5 C 1.456 -1.535 0.350  C4 1.357, C6 1.497, H16 1.137
6 C 2.058 -0.259 -0.151  C5 1.497, C7 1.483, C8 1.521, H17 1.189
7 C 1.776 0.172 -1.542  C6 1.483, C8 1.296, H18 1.127
8 C 1.040 0.755 -0.650  Si2 1.871, C6 1.521, C7 1.296
9 H -2.911 0.133 -0.568  C1 1.097
10 H -2.116 1.256 -1.601  C1 1.145
11 H -1.748 -0.582 -2.007  C1 1.150
12 H -1.828 1.751 1.374  C3 1.004
13 H -1.163 0.892 2.554  C3 1.045
14 H -0.126 2.069 1.808  C3 1.151
15 H -0.252 -2.556 0.913  C4 1.139
16 H 2.125 -2.400 0.663  C5 1.137
17 H 3.054 0.130 0.368  C6 1.189
18 H 2.061 0.011 -2.621  C7 1.127

Here is a gas-phase ion, C2H5Cl2N2 (charge +1) from OMol25. Energies are from wB97M-V/def2-TZVPD.

**Energy above the lowest of the compared OMol25 structures with the same formula, charge and spin**: 0.000 eV
**HOMO energy**: -15.0 eV
**Charge**: +1
**LUMO energy**: -0.176 Ha

Last columns: bonded neighbours and bond lengths (Å).
Cartesian coordinates (Å):
1 N -0.073 -2.003 -0.486  C2 1.292, H7 1.013, H8 1.013
2 C -0.454 -0.781 -0.306  N1 1.292, N3 1.437, H9 1.083
3 N 0.352 0.220 0.337  C2 1.437, C4 1.425, H10 1.014
4 C -0.015 1.594 0.422  N3 1.425, Cl5 1.773, Cl6 1.809, H11 1.093
5 Cl 0.994 2.337 1.678  C4 1.773
6 Cl 0.259 2.407 -1.170  C4 1.809
7 H -0.708 -2.682 -0.887  N1 1.013
8 H 0.844 -2.332 -0.211  N1 1.013
9 H -1.444 -0.465 -0.609  C2 1.083
10 H 1.315 -0.014 0.552  N3 1.014
11 H -1.069 1.721 0.680  C4 1.093

Q: The lowest charge belongs to which entry?
A: C9H19O5S

Q: charge of number 6 (C17H28Cl2IN2OS)?
A: +1

Q: charge of number 7 (C7H10Si)?
A: 0

Q: Look up the charge of the eighth one.
A: +1